Formula: C39H35F3N2O15S
Source: the Open Molecules 2025 dataset
Level of theory: the ωB97M-V functional and the def2-TZVPD basis

Geometry as ORCA input:
```
! RIJCOSX wB97M-V def2-TZVPD def2/J DEFGRID3
* xyz 0 1
C -3.0881 -6.5709 -1.6723
O -3.6419 -5.2724 -1.5893
C -3.3724 -4.6099 -0.3526
C -3.2995 -3.1112 -0.6619
C -4.5303 -2.6868 -1.4559
C -5.7744 -2.5354 -0.5670
C -7.0482 -2.3706 -1.3843
C -7.5760 -3.6886 -1.9685
N -7.9886 -4.6045 -0.8829
N -8.0965 -5.9663 -1.2630
C -8.5204 -6.1790 -2.6032
O -9.5683 -5.8812 -3.0446
F -7.5552 -6.7186 -3.3482
C -7.0328 -6.7522 -0.7811
O -6.1338 -6.4159 -0.1049
F -7.2542 -8.0208 -1.1339
S -9.3985 -4.0477 -0.1006
O -10.1996 -3.2798 -0.9816
O -9.0241 -3.5434 1.1700
F -10.0964 -5.4066 0.1392
H -2.0833 -6.5161 -2.1030
H -3.7283 -7.1796 -2.3103
H -3.0295 -7.0492 -0.6919
H -4.1623 -4.7872 0.3818
H -2.4311 -4.9779 0.0453
H -2.3631 -2.8454 -1.1502
H -3.2931 -2.5810 0.2944
H -4.3322 -1.7087 -1.9030
H -4.7256 -3.3823 -2.2707
H -5.8597 -3.3371 0.1663
H -5.6282 -1.6162 0.0082
H -6.8439 -1.7288 -2.2458
H -7.8313 -1.8632 -0.8188
H -6.7609 -4.1449 -2.5275
H -8.4207 -3.4480 -2.6152
O -1.4650 -3.6120 1.6448
C -0.8841 -3.7857 2.6952
C -0.2699 -5.0953 3.0282
C 0.3650 -5.2860 4.1812
C 0.4874 -4.1967 5.1835
O 1.0673 -4.3698 6.2326
C -0.1281 -2.8868 4.8497
C -0.7631 -2.6969 3.6966
H -0.3706 -5.8748 2.2836
H 0.8199 -6.2319 4.4459
H -0.0279 -2.1079 5.5946
H -1.2192 -1.7513 3.4317
O 2.5519 1.9695 -2.3350
C 1.6564 1.1511 -2.4073
C 1.8256 -0.1105 -3.1689
C 0.8419 -1.0029 -3.2423
C -0.4610 -0.7719 -2.5656
O -1.3549 -1.5881 -2.6303
C -0.6257 0.4913 -1.8043
C 0.3586 1.3819 -1.7326
H 2.7834 -0.2568 -3.6519
H 0.9381 -1.9314 -3.7905
H -1.5799 0.6444 -1.3160
H 0.2546 2.3052 -1.1843
O 6.7272 1.9670 -0.3526
C 6.5673 3.0819 -0.8026
C 5.2779 3.4820 -1.4226
C 5.1036 4.7051 -1.9157
C 6.1870 5.7183 -1.8668
O 6.0261 6.8349 -2.3136
C 7.4741 5.3157 -1.2475
C 7.6533 4.0949 -0.7512
H 4.4980 2.7328 -1.4515
H 4.1731 5.0179 -2.3729
H 8.2532 6.0662 -1.2252
H 8.5842 3.7867 -0.2984
O 0.2741 7.1142 3.1957
C -0.1181 6.1893 2.5205
C 0.8330 5.2423 1.8833
C 0.4022 4.2269 1.1405
C -1.0480 3.9969 0.9181
O -1.4458 3.0696 0.2415
C -1.9984 4.9415 1.5538
C -1.5681 5.9572 2.2969
H 1.8847 5.4289 2.0592
H 1.0819 3.5277 0.6693
H -3.0497 4.7540 1.3769
H -2.2430 6.6585 2.7707
O 12.2867 9.2123 2.9890
C 11.8647 8.2964 2.3189
C 12.7849 7.3342 1.6604
C 12.3203 6.3294 0.9231
C 10.8637 6.1275 0.7291
O 10.4413 5.2090 0.0571
C 9.9423 7.0872 1.3865
C 10.4060 8.0922 2.1238
H 13.8429 7.5010 1.8163
H 12.9713 5.6166 0.4334
H 8.8836 6.9202 1.2319
H 9.7539 8.8042 2.6132
*
```

Properties
Gap between HOMO and LUMO (Ha): 0.2735
E_tot (eV): -93683.619
Highest occupied orbital energy (eV): -9.31
SMILES: COCCCCCCN(N(C(=O)F)C(=O)F)S(=O)(=O)F.O=C1C=CC(=O)C=C1.O=C1C=CC(=O)C=C1.O=C1C=CC(=O)C=C1.O=C1C=CC(=O)C=C1.O=C1C=CC(=O)C=C1
E_LUMO (eV): -1.87

---

Formula: C39H35FN8O13W
Source: the Open Molecules 2025 dataset
Level of theory: the ωB97M-V functional and the def2-TZVPD basis

Geometry as ORCA input:
```
! RIJCOSX wB97M-V def2-TZVPD def2/J DEFGRID3
* xyz 0 1
W 0.1172 -0.3000 0.2148
O -2.6612 -5.8109 0.5381
C -1.3155 -5.7658 0.6382
O -0.6959 -6.6647 1.1198
C -0.6842 -4.5434 0.0516
C -0.0396 -4.4447 -1.1643
N 0.3659 -3.1592 -1.2910
N -0.0095 -2.4549 -0.2544
C -0.6204 -3.2450 0.5778
C -1.1447 -2.5383 1.7768
O -1.8091 -3.0755 2.6346
O -0.8770 -1.2731 1.6682
H -2.9939 -4.9922 0.1374
H 0.1711 -5.1836 -1.9213
H 0.7705 -2.6531 -2.0663
C 1.6088 -1.6518 -6.4685
O 1.7185 -0.2367 -6.3230
C 1.4987 0.2845 -5.1064
C 1.7078 1.6751 -4.9973
C 1.5284 2.2629 -3.7831
C 1.1348 1.5357 -2.6402
C 0.9440 2.1751 -1.3593
C 1.1337 3.6361 -1.0822
O 0.5826 1.4975 -0.4143
C 0.9035 0.1491 -2.7588
O 0.5454 -0.6563 -1.7918
C 1.0994 -0.4606 -4.0184
H 1.8538 -1.8699 -7.5017
H 0.5918 -1.9865 -6.2570
H 2.3133 -2.1622 -5.8102
H 2.0169 2.2349 -5.8696
H 1.7076 3.3270 -3.6966
H 1.4996 4.2043 -1.9330
H 1.8377 3.7385 -0.2563
H 0.1849 4.0643 -0.7530
H 0.9309 -1.5239 -4.0926
C -2.7786 1.8530 1.2103
N -1.4583 1.2956 1.4866
C -0.8807 1.6717 2.5674
C 0.4553 1.3299 2.8431
C 1.3165 1.9031 3.7722
C 2.6017 1.4983 3.3978
C 2.4510 0.7038 2.2571
N 1.1548 0.5874 1.9293
C -3.9815 0.9679 1.4873
C -3.8656 -0.3740 1.8256
C -4.9992 -1.1625 2.0124
C -6.2644 -0.6107 1.8650
C -6.3887 0.7435 1.5600
C -5.2557 1.5255 1.3803
H -2.7995 2.1240 0.1570
H -2.9145 2.7962 1.7470
H -1.3934 2.3274 3.2734
H 1.0276 2.5410 4.5966
H 3.5407 1.7474 3.8695
H 3.2270 0.2247 1.6879
H -2.8848 -0.7870 2.0000
H -4.8796 -2.2028 2.2976
H -7.1489 -1.2200 2.0156
H -7.3707 1.1929 1.4767
H -5.3613 2.5827 1.1496
O -6.2775 -4.6605 -2.7910
C -6.7489 -3.7107 -1.8719
N -5.9740 -2.4791 -1.8725
C -4.7013 -2.5076 -1.4470
O -4.2033 -3.5174 -0.9748
C -3.8854 -1.2299 -1.5508
C -4.2324 -0.1099 -2.2480
C -3.3680 0.9743 -2.2569
C -2.1896 0.8801 -1.5411
N -1.8617 -0.1883 -0.8486
C -2.6871 -1.2256 -0.8585
H -5.4338 -4.9876 -2.4535
H -6.7507 -4.1027 -0.8587
H -7.7607 -3.4518 -2.1646
H -6.3088 -1.6950 -2.4029
H -5.1652 -0.0394 -2.7989
H -3.5981 1.8826 -2.7968
H -1.4866 1.6953 -1.5298
H -2.4295 -2.0896 -0.2734
F 3.7877 -2.1211 -4.1126
C 4.3721 -1.7953 -2.9479
C 3.9480 -2.2976 -1.7972
N 4.5206 -1.9923 -0.5809
C 3.8809 -2.5077 0.6295
C 2.5233 -1.8745 0.8777
O 1.8379 -2.2130 1.8224
O 2.2011 -0.9700 -0.0317
C 5.5434 -1.0768 -0.4868
O 6.0298 -0.7076 0.5600
N 5.9832 -0.5965 -1.7154
C 5.4851 -0.8645 -2.9905
O 5.9529 -0.3595 -3.9857
H 3.1139 -2.9850 -1.7646
H 4.5211 -2.3106 1.4817
H 3.7541 -3.5852 0.5370
H 6.7435 0.0653 -1.6680
*
```

Properties
Gap between HOMO and LUMO (alpha / beta) (Ha): 0.2205 / 0.2203
E_tot (eV): -84096.001
Highest occupied orbital energy (alpha / beta) (eV): -6.76 / -6.76
Energy relative to the best compared isomer or geometry (same formula, charge and spin) (kcal per mole): 48.0
E_LUMO (alpha / beta) (eV): -0.77 / -0.77

---

Formula: C39H35IrN6O3S2
Source: the Open Molecules 2025 dataset
Level of theory: the ωB97M-V functional and the def2-TZVPD basis

Geometry as ORCA input:
```
! RIJCOSX wB97M-V def2-TZVPD def2/J DEFGRID3
* xyz 3 2
Ir 0.4948 -0.0133 0.3604
O -3.1854 -1.4534 0.4067
C -2.2705 -0.7144 0.1983
N -0.9404 -1.2097 0.0585
C -0.7960 -2.6420 -0.0602
C 0.6254 -2.9670 0.2873
C 1.0925 -4.2694 0.2753
C 2.4065 -4.5273 0.6173
C 3.2166 -3.4563 0.9704
C 2.6953 -2.1839 0.9543
N 1.4181 -1.9166 0.6137
C -2.3316 0.7553 0.0116
C -3.5363 1.3924 -0.1776
C -3.5268 2.7619 -0.4217
C -2.3082 3.4090 -0.4594
C -1.1339 2.6989 -0.2428
N -1.1321 1.3875 -0.0061
H -1.0553 -2.9621 -1.0760
H -1.5031 -3.1522 0.5994
H 0.4147 -5.0673 0.0012
H 2.7904 -5.5387 0.6169
H 4.2482 -3.6002 1.2587
H 3.3074 -1.3489 1.2450
H -4.4485 0.8116 -0.1422
H -4.4506 3.3005 -0.5845
H -2.2447 4.4694 -0.6628
H -0.1749 3.1842 -0.2576
N -0.8714 -0.4997 7.4304
C -0.8722 0.5495 6.5932
O -1.0738 1.6981 6.9188
C -0.5625 0.2803 5.1252
C -0.8501 1.3136 4.2468
C -0.5136 1.2049 2.9187
N 0.0892 0.1043 2.4179
C 0.3508 -0.9151 3.2652
C 0.0475 -0.8544 4.6085
H -1.0767 -0.3239 8.4028
H -0.7978 -1.4550 7.1318
H -1.3185 2.2110 4.6210
H -0.6906 2.0217 2.2400
H 0.8271 -1.7901 2.8584
H 0.3154 -1.7002 5.2267
O 1.4239 1.9902 0.5637
S 2.6657 2.9206 0.7188
C 1.9662 4.5092 1.2155
C 1.2502 4.4757 2.5343
C 1.9270 4.1451 3.7067
C 1.2747 4.2052 4.9278
C -0.0585 4.5960 4.9880
C -0.7440 4.9013 3.8202
C -0.0930 4.8333 2.5948
C 3.2549 3.4213 -0.9353
C 2.2608 4.0282 -1.8802
C 2.3494 5.3842 -2.1897
C 1.4913 5.9512 -3.1208
C 0.5256 5.1704 -3.7405
C 0.4248 3.8197 -3.4307
C 1.2900 3.2514 -2.5082
H 1.3334 4.8698 0.4045
H 2.8599 5.1406 1.2716
H 2.9782 3.8796 3.6731
H 1.8098 3.9732 5.8388
H -0.5546 4.6703 5.9463
H -1.7783 5.2172 3.8650
H -0.6157 5.1292 1.6912
H 3.7368 2.5388 -1.3511
H 4.0430 4.1339 -0.6751
H 3.1075 5.9991 -1.7186
H 1.5884 6.9983 -3.3730
H -0.1391 5.6109 -4.4714
H -0.3196 3.2081 -3.9253
H 1.2183 2.1947 -2.2798
S 2.5845 -0.6234 -3.7494
C 1.3996 -0.4476 -2.5615
N 1.8009 -0.0840 -1.3663
C 3.1969 0.0664 -1.3355
C 4.0212 0.3882 -0.2518
C 5.3817 0.4690 -0.4516
C 5.9506 0.2394 -1.7131
C 5.1604 -0.1017 -2.7864
C 3.7812 -0.1897 -2.5816
H 0.3562 -0.6086 -2.7939
H 3.6084 0.5473 0.7335
H 6.0279 0.7057 0.3835
H 7.0213 0.3202 -1.8396
H 5.5926 -0.3043 -3.7570
*
```

Properties
Gap between HOMO and LUMO (alpha / beta) (Ha): 0.2653 / 0.1894
E_tot (eV): -80580.962
Highest occupied orbital energy (alpha / beta) (eV): -16.08 / -16.08
Energy relative to the best compared isomer or geometry (same formula, charge and spin) (kcal per mole): 0.0
Expectation value of S²: 0.758
E_LUMO (alpha / beta) (eV): -8.86 / -10.92